Entry P
An isolated molecule of C3H6O, computed with ωB97M-V/def2-TZVPD.

**Total charge**: 0
**Molar mass**: 58.08 g mol⁻¹
**LUMO energy**: 1.1 eV
**Frontier orbital gap**: 11.20 eV

Last column: natural (NBO) charge in e.
Atoms and positions in Å:
O1 1.784 -0.045 0.169  -0.70
C1 0.590 0.045 -0.541  0.08
C2 -0.640 -0.649 0.124  -0.46
C3 -0.465 0.836 0.127  -0.43
H1 1.849 -0.855 0.609  0.47
H2 0.510 0.120 -1.660  0.19
H3 -0.606 -1.206 0.950  0.20
H4 -1.483 -0.925 -0.477  0.21
H5 -1.241 1.514 -0.466  0.21
H6 -0.299 1.166 1.164  0.22



Entry Q
An isolated molecule of C3H6O, computed with ωB97M-V/def2-TZVPD.

**Total charge**: 0
**Molar mass**: 58.08 g mol⁻¹
**LUMO energy**: 1.2 eV
**Frontier orbital gap**: 10.87 eV

Last column: natural (NBO) charge in e.
Atoms and positions in Å:
C1 -0.352 -1.225 0.396  -0.64
C2 0.025 0.546 0.490  0.09
C3 0.483 0.988 -0.762  -0.14
O1 -0.752 1.456 -0.158  -0.48
H1 -1.243 -1.360 0.943  0.21
H2 0.529 -1.795 0.738  0.21
H3 -0.453 -1.367 -0.711  0.19
H4 0.300 0.816 1.485  0.18
H5 1.212 1.721 -0.939  0.19
H6 0.252 0.218 -1.483  0.18



Entry R
A cluster of 2 separate species, C3H6O in total, computed with ωB97M-V/def2-TZVPD.

**Total charge**: 0
**Molar mass**: 58.08 g mol⁻¹
**LUMO energy**: 1.1 eV
**Frontier orbital gap**: 10.87 eV

Last column: natural (NBO) charge in e.
Atoms and positions in Å:
C1 -0.639 0.702 -0.163  -0.17
C2 0.318 0.730 -1.033  -0.21
C3 0.747 0.811 0.404  -0.44
H1 -1.690 0.661 0.075  0.24
H2 0.634 0.749 -2.065  0.23
H3 1.074 1.770 0.809  0.18
H4 1.225 -0.043 0.902  0.17
O1 -0.851 -2.062 0.314  -0.93
H5 -0.415 -1.774 1.124  0.46
H6 -0.403 -1.543 -0.367  0.47



Entry S
An isolated molecule of C3H6O, computed with ωB97M-V/def2-TZVPD.

**Total charge**: 0
**Molar mass**: 58.08 g mol⁻¹
**LUMO energy**: 0.8 eV
**Frontier orbital gap**: 10.42 eV

Last column: natural (NBO) charge in e.
Atoms and positions in Å:
C1 1.571 -0.501 0.054  -0.41
C2 0.752 0.559 0.019  -0.21
C3 -0.763 0.621 0.035  -0.11
O1 -1.254 -0.706 -0.083  -0.70
H1 2.669 -0.244 -0.177  0.21
H2 1.179 -1.549 0.095  0.22
H3 1.316 1.491 -0.248  0.20
H4 -1.146 1.245 -0.789  0.17
H5 -1.099 1.159 0.919  0.17
H6 -2.243 -0.521 0.214  0.47



Which structure wins on stability? entry S wins.